(1)
Computed, not measured: one molecule with the formula C2H7N2P at a distorted geometry, with the ωB97M-V functional and the def2-TZVPD basis.

For the energy above the lowest of the compared OMol25 structures with the same formula, charge and spin, the calculation gives 53.81 kcal/mol. Its LUMO energy is 1.0017 eV. Its total energy is -14453.7671 eV. The HOMO energy comes out at -0.321 Ha. The SMILES is C1CPNN1.

Geometry (Å):
C 0.970 0.148 -0.167
C 0.452 -1.046 0.733
P -1.678 -0.256 0.795
N -1.152 1.015 -0.200
N -0.125 0.556 -1.013
H 1.445 0.993 0.421
H 1.698 -0.424 -0.889
H 0.615 -1.896 0.184
H 0.752 -1.108 1.767
H -2.191 -1.248 -0.191
H -0.835 1.951 0.186
H 0.049 1.314 -1.626

(2)
Computed, not measured: C30H24Cl3OPSSiV as an isolated structure at a distorted geometry, with the ωB97M-V functional and the def2-TZVPD basis.

Its LUMO energy (spin up / spin down) is -11.8334 / -10.2355 eV. Its total charge is +3. Its total energy is -124777.0175 eV. The HOMO energy (spin up / spin down) comes out at -0.637 / -0.635 Ha.

Geometry (Å):
V 0.695 -0.035 -2.032
C -0.620 1.090 3.902
C -1.251 1.700 2.822
C -0.641 1.724 1.580
C 0.631 1.153 1.432
C 1.260 0.524 2.518
C 0.632 0.501 3.750
P 1.511 1.239 -0.117
C 3.211 1.702 0.176
C 4.247 1.212 -0.628
C 5.544 1.632 -0.400
C 5.812 2.526 0.632
C 4.786 2.990 1.447
C 3.484 2.573 1.241
C 0.576 2.374 -1.206
C 0.545 3.762 -1.050
C -0.132 4.520 -1.994
C -0.765 3.924 -3.081
C -0.753 2.538 -3.238
C -0.090 1.804 -2.285
H -1.104 1.082 4.870
H -2.217 2.170 2.955
H -1.129 2.208 0.744
H 2.242 0.082 2.397
H 1.120 0.037 4.596
H 4.041 0.488 -1.401
H 6.350 1.251 -1.010
H 6.829 2.848 0.810
H 5.005 3.673 2.256
H 2.689 2.928 1.884
H 1.037 4.229 -0.206
H -0.151 5.597 -1.892
H -1.258 4.536 -3.825
H -1.236 2.077 -4.089
Cl 2.203 0.474 -3.249
Si 0.395 -2.031 -3.344
Cl -1.057 -1.875 -4.674
Cl 1.563 -3.621 -3.329
O -0.443 -0.577 -0.878
S -0.701 -1.511 0.374
C -2.386 -1.236 0.856
C -3.351 -0.753 -0.017
C -4.668 -0.732 0.412
C -4.997 -1.185 1.685
C -4.008 -1.622 2.558
C -2.684 -1.648 2.148
C -0.808 -3.110 -0.423
C 0.000 -4.111 0.104
C -0.098 -5.394 -0.418
C -0.982 -5.658 -1.457
C -1.771 -4.641 -1.988
C -1.700 -3.358 -1.467
H -3.082 -0.381 -0.998
H -5.440 -0.371 -0.254
H -6.030 -1.192 2.005
H -4.265 -1.949 3.556
H -1.901 -1.995 2.814
H 0.684 -3.896 0.916
H 0.505 -6.190 -0.002
H -1.062 -6.662 -1.852
H -2.468 -4.851 -2.788
H -2.350 -2.582 -1.849

(3)
Computed, not measured: a 15-piece molecular cluster, C5H40N2O14 overall at a distorted geometry, with the ωB97M-V functional and the def2-TZVPD basis.

For the energy above the lowest of the compared OMol25 structures with the same formula, charge and spin, the calculation gives 133.44 kcal/mol. Its LUMO energy is -5.9074 eV. Its total charge is +2. Its total energy is -37462.8610 eV. The HOMO energy comes out at -0.571 Ha.

Geometry (Å):
C -0.747 0.408 1.467
C -1.802 0.215 0.410
C -2.207 -1.292 0.264
C -3.120 -1.835 1.079
C -1.822 -3.252 -0.934
N -1.733 -1.970 -0.845
N 0.554 -0.118 0.958
H -1.073 -0.211 2.412
H -0.659 1.487 1.799
H -2.754 0.677 0.790
H -1.720 0.620 -0.515
H -3.573 -1.421 1.992
H -3.535 -2.887 1.022
H -2.211 -4.022 -0.354
H -1.427 -3.621 -1.909
H -1.610 0.326 -2.918
H 0.715 0.071 -0.067
H 0.533 -1.260 1.132
H 1.505 0.363 1.426
H -1.107 4.066 -0.927
H -1.711 4.723 -2.092
O -1.261 3.939 -1.889
H -1.969 2.436 -2.106
H -3.346 1.897 -2.381
O -2.446 1.581 -2.179
H 3.013 2.381 -0.108
H 1.847 2.628 -1.009
O 2.184 2.040 -0.392
H -0.209 4.197 0.991
H 0.710 3.034 0.835
O -0.033 3.417 0.470
H 2.300 -2.000 -0.920
H 2.575 -2.136 0.616
O 1.900 -2.277 -0.091
H 1.203 1.553 -2.071
H 1.170 1.610 -3.652
O 1.158 1.002 -2.908
H 2.232 2.735 3.015
H 1.030 1.933 3.249
O 1.390 2.467 2.570
H 2.316 -1.957 3.545
H 1.185 -2.363 2.625
O 1.904 -1.761 2.673
H -1.488 -1.287 -1.639
H -0.137 -0.137 -2.991
O -1.069 -0.424 -2.817
H 0.377 3.651 -2.536
H 2.005 3.925 -2.680
O 1.286 3.408 -2.407
H 3.789 -1.773 -3.216
H 4.268 -1.975 -1.826
O 3.478 -1.733 -2.302
H 0.548 -3.566 -0.601
H 0.596 -4.981 -0.298
O -0.055 -4.390 -0.459
H -0.003 0.326 5.031
H -0.816 1.534 4.445
O -0.089 0.946 4.299
H -0.729 -2.962 1.341
H -0.705 -4.436 1.635
O -0.605 -3.548 1.948

(4)
Computed, not measured: a 2-piece molecular cluster, C2H6NO3 overall at a distorted geometry, with the ωB97M-V functional and the def2-TZVPD basis.

For the energy above the lowest of the compared OMol25 structures with the same formula, charge and spin, the calculation gives 12.18 kcal/mol. Its LUMO energy is 4.1133 eV. Its total charge is -1. Its total energy is -9805.6724 eV. The HOMO energy comes out at -0.154 Ha.

Geometry (Å):
O -0.085 0.809 0.387
C 0.728 -0.102 0.082
O 1.631 -0.090 -0.764
C 0.524 -1.448 0.839
N -0.326 -2.475 0.205
H 0.055 -1.215 1.797
H 1.514 -1.873 1.023
H -1.284 -2.181 0.384
H -0.305 -2.317 -0.804
H -1.327 2.223 -0.499
H -2.783 2.598 -0.415
O -1.950 2.920 -0.778

(5)
Computed, not measured: C32H58IrN3O2P2 as an isolated structure at a distorted geometry, with the ωB97M-V functional and the def2-TZVPD basis.

For the energy above the lowest of the compared OMol25 structures with the same formula, charge and spin, the calculation gives 23.31 kcal/mol. Its LUMO energy (spin up / spin down) is -9.6854 / -12.3805 eV. Its total charge is +3. As for the spin multiplicity: 6. Its total energy is -64075.4941 eV. The HOMO energy (spin up / spin down) comes out at -0.552 / -0.636 Ha. As for the expectation value of S²: 8.811.

Geometry (Å):
C -1.407 -1.680 -1.596
C 0.268 -2.729 -0.263
C -1.764 -2.908 -2.154
C 0.129 -3.899 -1.057
C -0.903 -3.985 -1.970
H -2.640 -2.946 -2.791
H 0.798 -4.729 -0.901
H -1.078 -4.894 -2.542
N -0.384 -1.597 -0.741
P -1.349 1.183 -1.788
P 0.906 -1.123 1.907
C -2.226 -0.442 -1.980
H -2.626 -0.545 -3.006
H -3.119 -0.406 -1.331
C 0.041 2.010 0.610
O -0.149 3.059 1.083
C 0.958 -2.688 0.980
H 1.707 -3.465 1.177
C 2.541 -0.098 2.548
C 0.063 -2.093 3.394
C -0.530 1.440 -3.480
C -2.821 2.407 -1.664
C 2.669 1.318 1.968
H 1.874 1.987 2.310
H 3.627 1.747 2.306
H 2.690 1.317 0.876
C 2.583 0.082 4.066
H 1.713 0.651 4.420
H 2.668 -0.863 4.614
H 3.475 0.681 4.321
C 3.706 -0.910 2.021
H 4.650 -0.416 2.297
H 3.734 -1.945 2.380
H 3.638 -0.920 0.931
C -0.322 -1.206 4.575
H -0.897 -0.329 4.258
H -0.954 -1.796 5.260
H 0.543 -0.886 5.161
C -1.222 -2.729 2.841
H -1.818 -1.992 2.285
H -1.008 -3.576 2.181
H -1.829 -3.117 3.675
C 1.033 -3.172 3.883
H 1.237 -3.932 3.117
H 1.996 -2.754 4.221
H 0.575 -3.697 4.744
C -2.306 3.841 -1.855
H -3.129 4.531 -1.617
H -1.478 4.067 -1.169
H -1.996 4.062 -2.882
C -3.463 2.328 -0.274
H -3.796 1.313 -0.029
H -2.788 2.686 0.510
H -4.352 2.980 -0.269
C -3.954 2.115 -2.661
H -4.381 1.114 -2.522
H -4.755 2.846 -2.471
H -3.672 2.234 -3.709
C 0.129 0.113 -3.888
H -0.618 -0.652 -4.145
H 0.756 0.292 -4.775
H 0.777 -0.285 -3.101
C 0.513 2.555 -3.345
H 1.223 2.371 -2.541
H 1.083 2.608 -4.281
H 0.059 3.540 -3.186
C -1.487 1.845 -4.613
H -2.289 1.115 -4.788
H -1.919 2.844 -4.480
H -0.894 1.890 -5.541
Ir 0.322 0.400 -0.214
N 1.983 0.769 -1.214
C 2.949 0.863 -1.924
C 4.060 -0.156 -2.404
C 3.991 -1.410 -1.527
C 3.795 -0.636 -3.818
C 5.447 0.428 -2.275
H 4.358 -1.175 -0.525
H 2.948 -1.774 -1.505
H 4.618 -2.220 -1.945
H 3.595 0.172 -4.528
H 4.664 -1.206 -4.168
H 2.947 -1.331 -3.811
H 6.176 -0.284 -2.673
H 5.563 1.384 -2.792
H 5.682 0.568 -1.212
C -4.475 0.072 2.880
N -3.289 0.789 3.340
C -3.370 1.563 4.574
C -2.149 0.815 2.621
O -2.011 0.206 1.525
H -4.801 -0.620 3.670
H -4.238 -0.485 1.969
H -5.287 0.788 2.682
H -2.612 1.216 5.294
H -3.180 2.631 4.378
H -4.373 1.436 5.002
H -1.350 1.427 3.083

(6)
Computed, not measured: a 2-piece molecular cluster, C6H11NO2 overall at a distorted geometry, with the ωB97M-V functional and the def2-TZVPD basis.

For the energy above the lowest of the compared OMol25 structures with the same formula, charge and spin, the calculation gives 40.90 kcal/mol. Its LUMO energy is 0.5079 eV. Its total energy is -11984.4946 eV. The HOMO energy comes out at -0.343 Ha. The SMILES is C=C(C)[C@@H](C)O.N=C=O.

Geometry (Å):
C 1.025 -1.834 0.643
C 0.234 -1.112 -0.137
C 0.098 -1.361 -1.610
C -0.515 0.093 0.390
C -2.027 -0.025 0.238
O -0.210 0.421 1.708
H 1.082 -1.667 1.706
H 1.540 -2.704 0.269
H 0.811 -2.114 -1.939
H 0.272 -0.445 -2.175
H -0.905 -1.715 -1.847
H -0.163 0.984 -0.251
H -2.317 -0.099 -0.808
H -2.499 0.841 0.694
H -2.374 -0.913 0.762
H 0.720 0.801 1.697
N 1.472 2.492 0.850
C 1.139 2.568 -0.311
O 1.172 2.631 -1.473
H 1.448 3.159 1.594

(7)
Computed, not measured: a 2-piece molecular cluster, CH3IOS2 overall at a distorted geometry, with the ωB97M-V functional and the def2-TZVPD basis.

For the energy above the lowest of the compared OMol25 structures with the same formula, charge and spin, the calculation gives 56.48 kcal/mol. Its LUMO energy (spin up / spin down) is -1.3317 / -1.3179 eV. Its total energy is -32901.3704 eV. The HOMO energy (spin up / spin down) comes out at -0.326 / -0.326 Ha.

Geometry (Å):
C 1.750 -0.365 -0.553
O -1.882 -0.280 -0.162
S 0.200 1.749 0.994
S 1.333 0.263 0.991
I -3.324 -0.722 1.079
H 2.643 -1.050 -0.721
H 1.082 -0.322 -1.468
H -1.802 0.727 -0.159

(8)
Computed, not measured: an isolated ion of composition C8H12NO and charge -1 at a distorted geometry, with the ωB97M-V functional and the def2-TZVPD basis.

For the energy above the lowest of the compared OMol25 structures with the same formula, charge and spin, the calculation gives 0.00 kcal/mol. Its LUMO energy is 3.8940 eV. Its total charge is -1. Its total energy is -12024.9129 eV. The HOMO energy comes out at -0.066 Ha.

Geometry (Å):
C 1.576 -1.667 0.724
C 0.700 -2.378 -0.076
C 1.552 -0.172 0.652
C -0.399 -1.784 -0.738
C 0.160 0.332 0.343
C -0.739 -0.367 -0.402
C -0.253 1.726 0.964
C -1.995 0.178 -0.840
N 2.551 0.136 -0.565
O 2.325 1.522 -0.918
H 2.444 -2.150 1.231
H 0.896 -3.462 -0.245
H 2.085 0.372 1.434
H -1.079 -2.500 -1.298
H 1.558 1.744 -0.488
H -1.225 1.704 1.569
H -0.424 2.447 0.154
H 0.496 1.772 1.741
H -1.955 0.756 -1.828
H -2.604 0.673 -0.067
H -2.606 -0.630 -1.072
H 2.001 -0.256 -1.279